# H16O8

A 8-piece molecular cluster, H16O8 overall (ωB97M-V/def2-TZVPD, OMol25).

Positions of all 24 atoms, in Å:
1 O 0.58091 -0.47934 0.78816
2 H 0.64306 0.09190 1.56199
3 H 1.46373 -0.85685 0.70384
4 O -2.41461 -1.99209 -1.11588
5 H -2.64964 -1.28734 -1.72994
6 H -1.51811 -2.23673 -1.37169
7 O 5.69411 -1.13670 -0.90452
8 H 5.35322 -0.80682 -0.06549
9 H 6.65132 -1.07795 -0.80811
10 O 0.56608 4.95342 1.20034
11 H 1.41992 4.54536 1.01748
12 H -0.06298 4.22777 1.11846
13 O 0.13098 -2.89899 1.18233
14 H 0.80801 -3.19725 1.80012
15 H -0.55244 -3.57632 1.23841
16 O -3.02686 0.62242 -2.20067
17 H -2.20608 1.03759 -1.91266
18 H -2.75964 0.06022 -2.93655
19 O -2.28119 -0.44488 2.56917
20 H -1.48660 -0.81258 2.16616
21 H -1.95937 -0.00747 3.36547
22 O 0.22527 1.56465 -1.56003
23 H 1.15154 1.62095 -1.82051
24 H -0.09354 0.76758 -1.99825

The strongest force on any atom comes out at 0.8 eV/A. The lowest unoccupied orbital energy is -0.005 Eh. The calculation puts the total energy at -16638.7316 eV. The relative energy (zero: lowest compared OMol25 entry of this formula, charge and spin) comes out at 75.61 kcal/mol. As for the SMILES: O.O.O.O.O.O.O.O.



# C5H12S

A 2-piece molecular cluster, C5H12S overall in a non-equilibrium geometry (ωB97M-V/def2-TZVPD, OMol25).

Positions of all 18 atoms, in Å:
1 C -0.80529 1.00966 -4.41519
2 C -0.90038 -0.36280 -4.00982
3 C -0.36468 -0.43540 -2.57115
4 H -0.96248 1.11070 -5.58820
5 H -0.20668 1.72515 -3.80739
6 H -1.34427 -1.24817 -4.50875
7 H 0.38391 -1.24666 -2.54905
8 H 0.21233 0.53114 -2.28026
9 H -1.04734 -0.80012 -1.79288
10 C 0.07742 0.61083 4.20073
11 C 0.67615 -0.70145 3.42372
12 S 1.88585 -0.51303 2.02648
13 H -0.76097 0.18918 4.63930
14 H -0.05809 1.61683 3.70769
15 H 0.82537 0.86331 4.95727
16 H 1.20402 -1.32379 4.24029
17 H -0.11206 -1.37294 3.08937
18 H 1.29718 0.34756 1.23785

The strongest force on any atom comes out at 5.8 eV/A. The lowest unoccupied orbital energy is 0.033 Eh. The calculation puts the total energy at -16212.0713 eV. The relative energy (zero: lowest compared OMol25 entry of this formula, charge and spin) comes out at 62.37 kcal/mol. As for the SMILES: C=CC.CCS.



# C4H14O2S

A 3-piece molecular cluster, C4H14O2S overall in a non-equilibrium geometry (ωB97M-V/def2-TZVPD, OMol25).

Positions of all 21 atoms, in Å:
1 C -2.39401 -1.26652 1.24538
2 C -1.24409 -0.70313 2.07244
3 C -0.92108 0.74998 1.88390
4 C 0.62435 0.96650 1.48788
5 S 1.81607 0.30421 2.55901
6 H -3.38342 -1.10420 1.68391
7 H -2.38933 -0.66748 0.32363
8 H -2.39103 -2.32359 0.99488
9 H -0.34735 -1.30239 1.87334
10 H -1.46688 -0.94068 3.11914
11 H -1.08572 1.38640 2.75810
12 H -1.47411 1.28193 1.10181
13 H 0.65119 2.03220 1.25792
14 H 0.60932 0.43056 0.54395
15 H 1.97360 1.27126 3.45382
16 O 2.81853 -2.29126 -4.77195
17 H 2.35902 -2.72241 -4.06652
18 H 2.99111 -1.47195 -4.34472
19 O 0.86817 1.92620 -4.61623
20 H 1.09018 1.69760 -3.70462
21 H 1.29548 2.74678 -4.85507

The strongest force on any atom comes out at 3.9 eV/A. The lowest unoccupied orbital energy is 0.008 Eh. The calculation puts the total energy at -19304.4642 eV. The relative energy (zero: lowest compared OMol25 entry of this formula, charge and spin) comes out at 24.90 kcal/mol. As for the SMILES: CCCCS.O.O.



# C23H43Cl9O10

A 8-piece molecular cluster, C23H43Cl9O10 overall in a non-equilibrium geometry (ωB97M-V/def2-TZVPD, OMol25).

Positions of all 85 atoms, in Å:
1 C -17.20185 -15.42061 -5.75151
2 C -16.62320 -15.11771 -7.07774
3 O -16.06008 -16.27544 -7.61500
4 C -15.44322 -16.12642 -8.81312
5 C -14.69576 -17.36894 -9.09384
6 O -15.46811 -15.12838 -9.48763
7 H -16.40656 -15.62003 -5.03578
8 H -17.64597 -16.45678 -5.79712
9 H -17.83024 -14.58101 -5.50245
10 H -17.35007 -14.77542 -7.81501
11 H -15.84647 -14.36905 -6.92834
12 H -15.35837 -18.01852 -9.63600
13 H -14.44585 -17.87581 -8.10110
14 H -13.82608 -17.27174 -9.74012
15 C -15.02700 -17.17094 -14.25406
16 C -13.86589 -16.84472 -13.31121
17 O -13.91273 -15.41764 -13.03581
18 C -13.11363 -15.02937 -12.02786
19 C -13.21050 -13.54422 -11.57242
20 O -12.28124 -15.83662 -11.60234
21 H -14.85519 -18.19529 -14.70326
22 H -15.03075 -16.47736 -15.05610
23 H -16.00413 -17.14261 -13.69619
24 H -13.96451 -17.36360 -12.34905
25 H -12.88761 -17.29463 -13.65486
26 H -14.23078 -13.14900 -11.57152
27 H -12.65861 -12.92046 -12.23150
28 H -12.70082 -13.40934 -10.60235
29 C -10.22853 -13.60017 -2.21212
30 C -9.32537 -12.81286 -3.11624
31 O -10.12624 -12.04644 -4.03678
32 C -10.63559 -10.88977 -3.55515
33 C -11.39730 -10.17225 -4.61589
34 O -10.51236 -10.44040 -2.39799
35 H -11.03080 -13.03619 -1.70034
36 H -9.69285 -14.15354 -1.48188
37 H -10.79599 -14.29219 -2.83716
38 H -8.62965 -12.13940 -2.59270
39 H -8.92579 -13.49607 -3.82638
40 H -10.68400 -9.43603 -5.08148
41 H -12.19043 -9.65711 -3.99373
42 H -11.71954 -10.83127 -5.37566
43 C -23.29554 -16.92226 -7.89418
44 C -22.96703 -18.26052 -7.17898
45 O -22.30201 -17.91239 -5.95735
46 C -21.01833 -18.09503 -5.66726
47 C -20.62668 -17.36703 -4.40758
48 O -20.29058 -18.79364 -6.32908
49 H -22.49163 -16.65805 -8.53648
50 H -23.35821 -16.18726 -7.09778
51 H -24.16895 -16.80855 -8.52357
52 H -23.74075 -18.99363 -6.99257
53 H -22.30819 -18.88841 -7.73690
54 H -19.58165 -17.05186 -4.43942
55 H -20.58995 -18.08158 -3.54543
56 H -21.25635 -16.48397 -4.24528
57 C -18.51349 -18.64604 -9.12537
58 C -19.45007 -18.84405 -10.29496
59 O -19.20075 -17.94577 -11.38240
60 C -20.01471 -16.94827 -11.48856
61 C -19.84272 -16.35452 -12.91602
62 O -20.78619 -16.65558 -10.59237
63 H -18.68229 -17.82548 -8.50495
64 H -17.50773 -18.57455 -9.50740
65 H -18.45462 -19.45467 -8.43105
66 H -19.25256 -19.86736 -10.74994
67 H -20.48227 -18.80862 -10.03154
68 H -19.99461 -15.28690 -12.79791
69 H -20.54958 -16.88314 -13.53659
70 H -18.77141 -16.48181 -13.20255
71 Cl -16.78580 -19.71111 -6.09013
72 C -18.05870 -20.41475 -5.07812
73 Cl -18.06631 -19.55855 -3.51884
74 Cl -17.71489 -22.18747 -4.74787
75 H -18.95215 -20.41477 -5.69116
76 Cl -16.62356 -10.92879 -10.31942
77 C -17.26000 -12.62279 -10.48309
78 Cl -16.86043 -13.23259 -12.15217
79 Cl -18.86169 -12.71834 -10.06744
80 H -16.67580 -13.18314 -9.81171
81 Cl -12.51284 -16.33664 -5.25864
82 C -11.87633 -15.05226 -6.28254
83 Cl -12.67671 -13.58014 -5.91568
84 Cl -11.97898 -15.51221 -7.96331
85 H -10.87533 -14.82035 -6.07963

The strongest force on any atom comes out at 3.3 eV/A. The lowest unoccupied orbital energy is 0.015 Eh. The calculation puts the total energy at -157724.6352 eV. The relative energy (zero: lowest compared OMol25 entry of this formula, charge and spin) comes out at 9.10 kcal/mol. As for the SMILES: CCOC(C)=O.CCOC(C)=O.CCOC(C)=O.CCOC(C)=O.CCOC(C)=O.ClC(Cl)Cl.ClC(Cl)Cl.ClC(Cl)Cl.